21
Properties=species:S:1:pos:R:3 method="wB97M-V/def2-TZVPD" gap_ev=10.79 smiles="C=CCO.CCC" total_charge=0 e_homo_ev=-9.90 e_above_lowest_kcal_mol=35.4
C 2.845 -0.051 0.811
C 1.595 -0.552 0.879
C 1.211 -1.732 1.736
O 0.145 -1.342 2.615
H 3.082 0.827 0.183
H 3.647 -0.491 1.385
H 0.778 -0.093 0.325
H 0.868 -2.599 1.125
H 2.089 -2.048 2.291
H 0.055 -2.066 3.298
C -1.565 0.653 -2.594
C -1.067 1.392 -1.343
C -1.699 0.864 -0.062
H -1.320 -0.435 -2.566
H -1.105 1.066 -3.528
H -2.668 0.699 -2.707
H -1.280 2.481 -1.428
H 0.020 1.289 -1.259
H -1.265 1.331 0.839
H -2.797 1.027 -0.041
H -1.570 -0.221 0.041